No. 1
The following is a quantum chemistry calculation of 2 unconnected molecules or ions with the total composition CH4ClP, from the OMol25 dataset.

Energy relative to the best compared isomer or geometry (same formula, charge and spin), kJ/mol: 238.70
Max |F|, Eh/bohr: 0.0906
DFT total energy, eV: -22910.2018

Each line ends with the natural charge from an NBO analysis.
Element x y z (Å)
C -0.382 0.634 0.163  -0.69
P 0.680 -0.885 0.149  0.36
Cl -1.667 0.702 -1.141  -0.08
H -1.006 0.960 1.116  0.26
H 0.552 1.894 -0.172  0.20
H -0.342 -1.667 0.475  -0.04
H 0.639 -1.206 -1.190  -0.01

=====

No. 2
The following is a quantum chemistry calculation of a molecular structure, C30H32IN4PdSeSi, from the OMol25 dataset.

Energy relative to the best compared isomer or geometry (same formula, charge and spin), kJ/mol: 0.00
Charge: +3
Max |F|, Eh/bohr: 0.0091
DFT total energy, eV: -122367.6196

Each line ends with the natural charge from an NBO analysis.
Element x y z (Å)
Pd -0.451 -2.090 0.198  0.76
C 1.280 -1.323 0.897  -1.23
Si 2.064 -0.239 -0.328  1.92
C 1.068 3.324 -0.366  0.09
N -0.193 3.198 -0.330  -0.21
C -0.995 3.539 0.869  -0.23
C -1.540 4.958 0.674  -0.42
C -1.869 5.221 -0.808  -0.41
C -2.224 3.922 -1.528  -0.43
C -1.024 2.967 -1.544  -0.22
C 1.379 -0.484 -1.990  -0.56
C 1.532 0.385 -3.079  -0.18
C 0.930 0.102 -4.295  -0.19
C 0.176 -1.056 -4.449  -0.13
C 0.022 -1.947 -3.391  -0.18
C 0.620 -1.654 -2.181  -0.22
C 3.491 0.821 -0.066  -0.61
C 3.773 1.400 1.188  -0.20
C 4.954 2.086 1.386  -0.19
C 5.882 2.180 0.350  -0.11
C 5.633 1.599 -0.888  -0.20
C 4.439 0.934 -1.106  -0.17
H 1.301 -0.952 1.922  0.27
H 1.981 -2.183 0.892  0.28
H 1.607 3.161 -1.292  0.22
H 1.625 3.530 0.541  0.23
H -0.371 3.427 1.754  0.24
H -1.797 2.802 0.907  0.22
H -0.811 5.684 1.033  0.24
H -2.427 5.065 1.297  0.25
H -1.017 5.692 -1.304  0.21
H -2.693 5.927 -0.886  0.27
H -2.525 4.112 -2.556  0.26
H -3.075 3.444 -1.038  0.22
H -0.377 3.123 -2.406  0.23
H -1.327 1.918 -1.518  0.23
H 2.133 1.281 -2.980  0.22
H 1.057 0.775 -5.133  0.25
H -0.275 -1.279 -5.407  0.26
H -0.523 -2.871 -3.528  0.25
H 0.622 -2.465 -1.426  0.19
H 3.073 1.291 2.009  0.22
H 5.172 2.534 2.346  0.25
H 6.814 2.705 0.516  0.25
H 6.370 1.665 -1.677  0.26
H 4.254 0.482 -2.073  0.23
Se -2.724 -0.666 2.234  0.96
N -1.294 -1.751 1.999  -0.72
C -0.968 -2.284 3.166  0.25
C 0.058 -3.241 3.411  -0.30
C 0.225 -3.684 4.681  -0.09
C -0.585 -3.223 5.779  -0.18
C -1.577 -2.327 5.592  -0.17
C -1.808 -1.832 4.265  0.09
N -2.762 -0.982 3.964  -0.52
H 0.654 -3.620 2.592  0.23
H 0.988 -4.424 4.888  0.25
H -0.391 -3.622 6.765  0.26
H -2.211 -1.978 6.395  0.26
I -0.112 -5.168 -0.513  0.26
C -1.969 -4.340 -0.984  0.08
C -2.931 -5.093 -1.631  -0.26
C -4.142 -4.487 -1.928  -0.10
C -4.342 -3.160 -1.574  -0.22
C -3.326 -2.486 -0.932  0.05
N -2.150 -3.063 -0.632  -0.55
H -2.738 -6.124 -1.890  0.27
H -4.920 -5.048 -2.429  0.26
H -5.274 -2.656 -1.787  0.26
H -3.443 -1.453 -0.635  0.20

=====

No. 3
The following is a quantum chemistry calculation of 10 unconnected molecules or ions with the total composition C26H33BF11N10O5S, from the OMol25 dataset.

Charge: -1
Max |F|, Eh/bohr: 0.3578
DFT total energy, eV: -94027.3741

Each line ends with the Löwdin charge.
Element x y z (Å)
O 0.524 2.150 -1.006  -0.37
S -0.139 0.827 -0.549  0.84
O -0.562 0.104 -1.816  -0.34
C 1.125 -0.184 0.421  -0.23
O 1.257 -1.525 -0.157  -0.02
B 0.217 -2.425 0.311  -0.62
O -0.061 -2.770 1.716  -0.02
O -0.707 -3.034 -0.674  0.04
C 2.610 0.461 0.282  -0.25
F 2.747 1.780 0.884  -0.01
F 3.531 -0.416 1.042  -0.02
C 3.193 0.431 -1.261  -0.13
F 3.536 1.799 -1.711  -0.05
F 4.310 -0.494 -1.406  -0.04
C -1.486 1.303 0.633  -0.28
F -0.899 1.200 1.998  0.00
F -1.809 2.727 0.432  0.00
C -2.816 0.398 0.644  -0.14
F -3.776 1.090 1.529  0.03
F -2.645 -0.922 1.267  0.06
C -3.577 0.227 -0.774  -0.21
F -3.242 -1.081 -1.352  0.05
F -5.011 0.241 -0.577  0.05
F -3.273 1.317 -1.712  0.05
H -0.996 -3.146 1.808  0.15
H -0.348 -2.766 -1.574  0.11
H 2.277 0.118 -1.921  0.14
C -0.227 5.083 -1.289  -0.09
C -0.090 6.584 -1.219  -0.24
N 0.020 7.787 -1.163  0.07
H -1.282 4.805 -1.280  0.07
H 0.231 4.711 -2.208  0.08
H 0.270 4.624 -0.432  0.04
C 2.940 5.054 2.440  -0.07
C 1.572 4.432 2.323  -0.22
N 0.478 3.930 2.227  0.14
H 3.579 4.702 1.626  0.08
H 2.860 6.141 2.385  0.07
H 3.394 4.777 3.394  0.07
C 2.307 -1.408 4.867  -0.10
C 1.247 -1.716 3.838  -0.10
N 0.390 -1.966 2.995  0.03
H 2.935 -2.288 5.033  0.07
H 2.935 -0.584 4.520  0.07
H 1.835 -1.125 5.810  0.00
C 1.813 -6.658 -0.892  -0.07
C 2.147 -5.640 0.169  -0.22
N 2.415 -4.824 1.018  0.15
H 0.729 -6.745 -0.996  0.08
H 2.240 -6.351 -1.850  0.08
H 2.223 -7.632 -0.616  0.07
C -1.644 0.129 6.666  -0.06
C -0.568 -0.916 6.817  -0.20
N 0.294 -1.753 6.938  0.11
H -1.697 0.460 5.626  0.08
H -2.611 -0.288 6.957  0.07
H -1.421 0.988 7.302  0.07
C -6.386 -1.530 2.224  -0.07
C -5.624 -1.606 3.524  -0.24
N -5.015 -1.666 4.565  0.10
H -7.195 -2.264 2.224  0.07
H -6.811 -0.532 2.100  0.08
H -5.716 -1.739 1.387  0.07
C 4.458 0.922 -5.548  -0.07
C 3.757 -0.080 -4.666  -0.21
N 3.196 -0.882 -3.958  0.14
H 4.301 1.931 -5.161  0.08
H 5.529 0.712 -5.571  0.07
H 4.061 0.865 -6.564  0.07
C -5.490 3.125 -3.365  -0.07
C -5.858 3.455 -4.790  -0.24
N -6.154 3.719 -5.931  0.09
H -6.390 2.894 -2.792  0.08
H -4.822 2.262 -3.343  0.06
H -4.984 3.977 -2.905  0.08
C -4.516 -2.508 -4.134  -0.07
C -3.429 -3.537 -3.953  -0.23
N -2.559 -4.362 -3.807  0.11
H -4.555 -2.189 -5.178  0.08
H -5.482 -2.934 -3.855  0.08
H -4.314 -1.639 -3.504  0.05
C 7.314 -1.581 -0.853  -0.07
C 8.651 -0.930 -0.604  -0.24
N 9.723 -0.410 -0.405  0.08
H 7.419 -2.668 -0.833  0.08
H 6.603 -1.278 -0.081  0.08
H 6.929 -1.279 -1.829  0.07

=====

No. 4
The following is a quantum chemistry calculation of a single C12H19Cl7O2 molecule, from the OMol25 dataset.

SMILES: C[C@H](Cl)[C@H](Cl)OC[C@@H](Cl)[C@@H](Cl)[C@H](Cl)CCO[C@@H](Cl)[C@@H](C)Cl
Max |F|, Eh/bohr: 0.0487
DFT total energy, eV: -104504.5507

Each line ends with the natural charge from an NBO analysis.
Element x y z (Å)
Cl 0.193 -3.686 3.599  -0.05
Cl -0.917 4.721 0.947  -0.07
Cl -0.947 -5.580 -0.218  -0.06
Cl -3.937 3.716 -0.311  -0.08
Cl 0.776 0.983 -2.443  -0.04
Cl 3.837 -1.167 0.952  -0.06
Cl 3.256 1.795 1.084  -0.04
O 0.411 -2.969 1.054  -0.56
O 0.005 3.624 -1.255  -0.53
C -2.317 -3.982 1.513  -0.63
C -2.381 5.351 -1.754  -0.64
C 1.397 -3.071 0.027  -0.06
C 1.231 3.045 -0.731  -0.09
C 0.243 -4.165 1.851  0.11
C -1.126 3.566 -0.415  0.10
C 1.667 -1.686 -0.586  -0.44
C -1.043 -4.921 1.467  -0.21
C -2.388 3.892 -1.275  -0.18
C 1.170 1.486 -0.768  -0.24
C 2.202 -0.629 0.417  -0.19
C 2.481 0.790 -0.214  -0.20
H -2.297 -3.292 2.366  0.23
H -2.343 -3.332 0.630  0.23
H -3.240 -4.557 1.636  0.22
H -2.477 6.032 -0.898  0.23
H -3.209 5.537 -2.440  0.22
H -1.436 5.571 -2.284  0.23
H 2.317 -3.492 0.433  0.18
H 1.033 -3.679 -0.791  0.19
H 1.377 3.410 0.294  0.22
H 2.057 3.457 -1.364  0.22
H 1.084 -4.870 1.714  0.20
H -1.252 2.557 0.008  0.19
H 2.392 -1.831 -1.393  0.23
H 0.733 -1.397 -1.035  0.23
H -1.175 -5.717 2.180  0.23
H -2.438 3.230 -2.141  0.24
H 0.370 1.148 -0.096  0.22
H 1.498 -0.546 1.274  0.24
H 3.193 0.655 -1.036  0.23

=====

No. 5
The following is a quantum chemistry calculation of a single C2H2N2O2S molecule, from the OMol25 dataset.

Energy relative to the best compared isomer or geometry (same formula, charge and spin), kJ/mol: 394.50
Max |F|, Eh/bohr: 0.0685
DFT total energy, eV: -20012.2606

Each line ends with the natural charge from an NBO analysis.
Element x y z (Å)
C 0.776 -0.579 -0.395  0.33
C -0.210 0.880 1.300  0.57
N -1.607 -1.455 0.807  -0.67
N 0.686 -0.371 -1.640  -0.77
O -0.095 1.842 2.000  -0.53
O 0.405 0.614 0.200  -0.56
S -1.470 -0.417 1.807  0.83
H 1.113 -1.061 -2.202  0.42
H 0.402 0.546 -1.876  0.39

=====

No. 6
The following is a quantum chemistry calculation of a molecular structure, C6H12N2, from the OMol25 dataset.

⟨S²⟩: 2.01
Energy relative to the best compared isomer or geometry (same formula, charge and spin), kJ/mol: 418.55
Charge: +2
Max |F|, Eh/bohr: 0.2691
Multiplicity: 3
DFT total energy, eV: -9370.0075

Each line ends with the Löwdin spin population.
Element x y z (Å)
C 0.081 -1.528 0.085  0.67
C -0.467 0.833 0.234  -0.05
C -1.293 -1.231 -0.194  0.13
C 2.644 0.845 -0.547  0.14
C -2.853 0.659 0.028  0.01
C 2.191 -0.181 0.582  0.18
N 0.815 -0.521 0.365  0.67
N -1.532 0.184 0.071  0.03
H 0.619 -2.440 0.103  0.03
H -0.248 1.841 0.315  0.00
H -1.598 -1.259 -1.226  0.05
H -2.159 -1.972 0.261  0.04
H 2.136 1.808 -0.486  0.00
H 3.607 1.092 -0.168  0.01
H 2.825 0.305 -1.541  0.01
H -3.113 1.110 -0.922  0.00
H -3.238 1.386 0.804  0.00
H -3.679 -0.158 0.043  0.00
H 2.524 0.271 1.631  0.08
H 2.737 -1.046 0.562  0.01